A.
# C5H12N2O2

An isolated molecule of C5H12N2O2 (the ωB97M-V functional and the def2-TZVPD basis, the OMol25 dataset).

Positions of all 21 atoms, in Å:
1 O 0.787 -1.920 1.793
2 O -1.225 -1.386 2.546
3 N -0.498 -0.451 0.477
4 N 0.150 -1.427 -1.528
5 C 0.524 -0.459 -0.527
6 C -1.770 0.221 0.272
7 C 1.199 2.037 -0.207
8 C -0.389 -1.273 1.665
9 C 0.727 0.980 -1.190
10 H -2.565 -0.288 0.823
11 H 1.618 2.893 -0.747
12 H 1.490 -0.745 -0.101
13 H -1.686 1.243 0.648
14 H -2.042 0.239 -0.787
15 H -0.174 1.328 -1.706
16 H 1.971 1.649 0.464
17 H -0.762 -1.206 -1.912
18 H 0.081 -2.334 -1.072
19 H 0.704 -2.370 2.659
20 H 0.369 2.410 0.399
21 H 1.490 0.858 -1.970

The SMILES is CC[C@H](N)N(C)C(=O)O. The LUMO energy comes out at 0.028 Ha. For the frontier orbital gap, the calculation gives 9.72 eV. The total charge is 0.

Results of the natural (NBO) charge analysis, in e, for atoms 1 through 4: -0.7004 -0.6585 -0.4870 -0.8314

B.
# C5H12N2O2

A cluster of 2 separate species, C5H12N2O2 in total (the ωB97M-V functional and the def2-TZVPD basis, the OMol25 dataset).

Positions of all 21 atoms, in Å:
1 O 1.549 1.461 -0.808
2 O 0.225 -0.119 -2.529
3 N 2.569 -0.696 -0.659
4 N 0.966 0.053 0.926
5 C 1.377 0.113 -0.461
6 C -1.802 0.474 -0.591
7 C 0.279 -0.500 -1.366
8 C -1.544 0.542 0.742
9 C -1.953 -0.515 1.715
10 H -2.449 -0.306 -0.963
11 H 2.727 -0.839 -1.652
12 H -1.174 1.465 1.169
13 H -1.105 -0.818 2.334
14 H -2.340 -1.403 1.210
15 H 1.351 0.840 1.444
16 H -1.766 1.373 -1.189
17 H 1.272 -0.822 1.342
18 H 0.038 -1.539 -1.083
19 H 3.379 -0.207 -0.286
20 H 1.132 1.567 -1.675
21 H -2.733 -0.126 2.379

The SMILES is NC(N)(O)C=O.C=CC. The LUMO energy comes out at 0.030 Ha. For the frontier orbital gap, the calculation gives 9.66 eV. The total charge is 0.

Results of the natural (NBO) charge analysis, in e, for atoms 1 through 4: -0.7292 -0.5844 -0.8540 -0.8446

C.
# C5H12N2O2

A cluster of 2 separate species, C5H12N2O2 in total (the ωB97M-V functional and the def2-TZVPD basis, the OMol25 dataset).

Positions of all 21 atoms, in Å:
1 O -1.685 1.108 0.435
2 O 1.456 -2.111 0.829
3 N -0.206 -1.660 -1.334
4 N 0.081 0.795 -1.139
5 C 0.167 2.180 -1.529
6 C -1.065 -1.050 -0.347
7 C 0.693 -1.510 1.568
8 C 0.952 -0.124 2.083
9 C -0.918 0.315 -0.357
10 H -0.150 -2.036 2.048
11 H -0.673 -2.411 -1.832
12 H 1.523 0.449 1.354
13 H -1.441 2.032 0.293
14 H 0.639 -2.056 -0.905
15 H 0.334 2.833 -0.661
16 H -0.725 2.548 -2.050
17 H 0.348 -0.241 -1.667
18 H 1.547 -0.207 2.997
19 H -1.921 -1.548 0.075
20 H 1.024 2.309 -2.189
21 H 0.021 0.384 2.328

The SMILES is CN/C(O)=C\N.CC=O. The LUMO energy comes out at 0.026 Ha. For the frontier orbital gap, the calculation gives 8.05 eV. The total charge is 0.

Results of the natural (NBO) charge analysis, in e, for atoms 1 through 4: -0.6678 -0.6139 -0.8472 -0.6882

Stability ranking, top and bottom: A is the most stable and C is the least stable.

A.
# C5H12N2O2

A cluster of 3 separate species, C5H12N2O2 in total (the ωB97M-V functional and the def2-TZVPD basis, the OMol25 dataset).

Positions of all 21 atoms, in Å:
1 O -1.449 0.125 1.015
2 O 1.542 -1.782 -0.664
3 N 0.162 0.999 -0.435
4 N 0.544 -2.264 1.328
5 C -0.852 -0.032 -0.038
6 C -1.461 -0.826 -1.180
7 C 0.860 -1.455 0.290
8 C -0.411 2.277 -0.869
9 C 1.458 0.636 1.271
10 H 0.795 0.603 -1.124
11 H 0.808 -3.243 1.320
12 H -0.183 -1.969 1.961
13 H -2.228 -0.204 -1.652
14 H -0.724 -1.118 -1.926
15 H 0.739 0.430 2.048
16 H 2.338 0.008 1.219
17 H -1.060 2.650 -0.077
18 H 0.397 2.992 -1.033
19 H -0.993 2.200 -1.795
20 H 1.669 1.684 1.121
21 H -1.948 -1.713 -0.779

The LUMO energy (alpha / beta) comes out at 0.000 / -0.024 Ha. For the frontier orbital gap (alpha / beta), the calculation gives 7.37 / 6.18 eV. The total charge is 0.

Results of the natural (NBO) charge analysis, in e, for atoms 1 through 4: -0.6221 -0.6572 -0.6244 -0.8682

B.
# C5H12N2O2

A structure of composition C5H12N2O2 (the ωB97M-V functional and the def2-TZVPD basis, the OMol25 dataset).

Positions of all 21 atoms, in Å:
1 O 3.180 -0.117 -0.689
2 O -1.036 -0.179 2.057
3 N 1.870 -0.198 1.146
4 N 0.922 -0.623 -2.248
5 C 2.137 -0.430 -0.154
6 C -0.412 1.742 -0.570
7 C -2.098 -0.634 1.713
8 C -0.560 2.249 0.510
9 C 1.053 -1.192 -0.914
10 H 1.851 -0.341 -2.560
11 H 0.575 -1.313 -2.907
12 H 0.095 -1.119 -0.394
13 H -3.024 -0.441 2.270
14 H -2.810 1.237 -0.285
15 H -2.172 -1.442 0.970
16 H -0.086 1.302 -1.466
17 H -3.549 0.968 -0.172
18 H 0.933 -0.270 1.514
19 H 1.365 -2.249 -0.917
20 H -0.778 2.704 1.432
21 H 2.543 0.345 1.664

The LUMO energy comes out at 0.014 Ha. For the frontier orbital gap, the calculation gives 9.91 eV. The total charge is 0.

Results of the natural (NBO) charge analysis, in e, for atoms 1 through 4: -0.6336 -0.5299 -0.8190 -0.8494

Stability ranking, top and bottom: B is the most stable and A is the least stable.

A.
# C5H12N2O2

A structure of composition C5H12N2O2 (the ωB97M-V functional and the def2-TZVPD basis, the OMol25 dataset).

Positions of all 21 atoms, in Å:
1 O 2.663 -1.260 -0.576
2 O -2.361 0.251 0.365
3 N 0.464 -0.479 0.915
4 N 2.177 -0.223 -0.271
5 C 0.685 1.851 -0.059
6 C -0.115 -0.057 -1.605
7 C 0.432 0.367 -0.266
8 C -1.269 0.297 1.186
9 C 0.198 -1.902 0.761
10 H 1.308 2.246 -0.863
11 H -1.440 -0.414 1.985
12 H -0.605 -2.146 0.057
13 H 1.203 2.013 0.888
14 H 0.654 -0.554 -2.210
15 H -0.069 -2.318 1.736
16 H 1.086 -2.457 0.429
17 H -1.012 1.273 1.581
18 H -0.979 -0.724 -1.556
19 H -0.235 2.455 -0.054
20 H -0.467 0.815 -2.161
21 H -2.319 0.968 -0.283

The LUMO energy (alpha / beta) comes out at 0.018 / 0.017 Ha. For the frontier orbital gap (alpha / beta), the calculation gives 7.15 / 7.16 eV. The total charge is 0.

Results of the natural (NBO) charge analysis, in e, for atoms 1 through 4: -0.3250 -0.6667 -0.4395 0.1125

B.
# C5H12N2O2

An isolated molecule of C5H12N2O2 (the ωB97M-V functional and the def2-TZVPD basis, the OMol25 dataset).

Positions of all 21 atoms, in Å:
1 O -1.178 -0.186 1.227
2 O -1.408 0.479 -0.999
3 N 1.193 1.196 -1.158
4 N 0.902 0.291 -0.110
5 C -2.123 1.643 -0.581
6 C -0.194 -1.448 -0.385
7 C 0.363 -2.472 0.523
8 C 1.573 0.629 1.132
9 C -0.680 -0.132 0.061
10 H -0.544 -1.785 -1.363
11 H 1.203 -2.977 0.031
12 H -0.389 -3.242 0.724
13 H -1.434 2.430 -0.255
14 H 0.358 1.285 -1.733
15 H -2.676 1.986 -1.453
16 H -2.807 1.402 0.233
17 H 1.612 1.716 1.267
18 H 0.684 -2.049 1.471
19 H 2.589 0.230 1.125
20 H 1.020 0.205 1.973
21 H 1.937 0.800 -1.728

The LUMO energy (alpha / beta) comes out at -0.013 / -0.013 Ha. For the frontier orbital gap (alpha / beta), the calculation gives 8.00 / 8.00 eV. The total charge is 0.

Results of the natural (NBO) charge analysis, in e, for atoms 1 through 4: -0.7940 -0.5796 -0.6449 -0.2604

Stability ranking, top and bottom: B is the most stable and A is the least stable.

A.
# C6H11ClS

An isolated molecule of C6H11ClS (the ωB97M-V functional and the def2-TZVPD basis, the OMol25 dataset).

Positions of all 19 atoms, in Å:
1 Cl 3.167 0.295 0.190
2 S 0.620 -2.961 -0.531
3 C 0.198 0.682 1.185
4 C 0.629 0.974 -0.267
5 C 0.752 -1.697 0.731
6 C 1.664 0.019 -0.653
7 C -0.346 -0.848 1.272
8 C -0.634 0.940 -1.307
9 H -0.473 -2.500 -1.245
10 H 1.919 -0.262 -1.671
11 H -0.808 -0.019 -1.761
12 H -1.149 -0.778 0.559
13 H 1.730 -1.782 1.162
14 H -0.489 1.628 -2.318
15 H -0.708 -0.952 2.247
16 H -0.606 1.268 1.557
17 H 0.965 0.834 1.952
18 H 1.176 1.945 -0.485
19 H -1.580 1.449 -0.896

The LUMO energy (alpha / beta) comes out at 0.018 / 0.019 Ha. For the frontier orbital gap (alpha / beta), the calculation gives 7.76 / 7.91 eV. The total charge is 0.

Results of the natural (NBO) charge analysis, in e, for atoms 1 through 4: -0.0613 0.0092 -0.3710 -0.3305

B.
# C6H11ClS

An isolated molecule of C6H11ClS (the ωB97M-V functional and the def2-TZVPD basis, the OMol25 dataset).

Positions of all 19 atoms, in Å:
1 Cl -2.650 -0.048 -0.408
2 S 2.417 -1.176 -0.052
3 C -0.835 -2.152 -0.282
4 C 0.671 2.224 -0.018
5 C -1.311 -0.931 0.470
6 C 0.417 0.748 -0.296
7 C -0.274 0.132 0.876
8 C 1.734 0.151 -0.657
9 H -1.849 -1.186 1.412
10 H -0.256 2.793 -0.060
11 H -1.723 -2.744 -0.516
12 H 2.242 0.636 -1.452
13 H -0.426 -1.860 -1.274
14 H 1.164 2.357 0.975
15 H -0.217 0.667 -1.195
16 H 0.393 -0.402 1.514
17 H -0.801 0.887 1.502
18 H -0.056 -2.753 0.215
19 H 1.360 2.658 -0.754

The SMILES is C[C@H](Cl)C[C@@H](C)C=S. The LUMO energy comes out at -0.006 Ha. For the frontier orbital gap, the calculation gives 8.67 eV. The total charge is 0.

Results of the natural (NBO) charge analysis, in e, for atoms 1 through 4: -0.1182 0.0406 -0.6491 -0.5852

Stability ranking, top and bottom: B is the most stable and A is the least stable.